1.
DFT (the ωB97M-V functional and the def2-TZVPD basis) results for C41H54ClIrNO4PSi as an isolated structure.

Positions of all 104 atoms, in Å:
1 Ir -0.360 0.173 0.786
2 Cl -3.257 1.341 7.718
3 C -2.536 1.357 6.132
4 C -1.962 2.547 5.647
5 C -1.393 2.589 4.408
6 C -1.360 1.445 3.552
7 O -0.824 1.555 2.399
8 C -1.941 0.251 4.072
9 C -1.995 -0.971 3.329
10 O -1.607 -1.182 2.180
11 C -2.521 0.236 5.360
12 H -1.976 3.430 6.273
13 H -0.946 3.499 4.029
14 H -2.448 -1.822 3.869
15 H -2.955 -0.684 5.730
16 C 0.982 -0.068 -0.829
17 Si 0.471 0.841 -2.355
18 C -0.781 2.213 -1.937
19 N -1.849 1.871 -0.979
20 C -2.421 3.102 -0.420
21 C -3.600 2.833 0.505
22 C -4.682 2.018 -0.190
23 C -4.053 0.759 -0.774
24 C -2.894 1.124 -1.686
25 C 1.921 1.742 -3.183
26 C 2.616 2.748 -2.507
27 C 3.691 3.406 -3.081
28 C 4.102 3.073 -4.364
29 C 3.426 2.084 -5.061
30 C 2.348 1.432 -4.476
31 C -0.194 -0.313 -3.696
32 C -1.161 0.081 -4.624
33 C -1.556 -0.756 -5.659
34 C -0.984 -2.013 -5.792
35 C -0.015 -2.424 -4.888
36 C 0.372 -1.580 -3.856
37 H 1.995 0.232 -0.537
38 H 1.009 -1.148 -1.010
39 H -1.244 2.617 -2.854
40 H -0.182 3.035 -1.531
41 H -2.753 3.750 -1.252
42 H -1.630 3.631 0.114
43 H -3.996 3.789 0.854
44 H -3.246 2.285 1.373
45 H -5.141 2.610 -0.990
46 H -5.476 1.761 0.515
47 H -4.790 0.178 -1.338
48 H -3.675 0.124 0.030
49 H -3.276 1.748 -2.516
50 H -2.441 0.235 -2.119
51 H 2.312 3.031 -1.512
52 H 4.208 4.182 -2.530
53 H 4.939 3.586 -4.819
54 H 3.737 1.820 -6.064
55 H 1.834 0.663 -5.040
56 H -1.621 1.058 -4.537
57 H -2.309 -0.426 -6.364
58 H -1.287 -2.667 -6.600
59 H 0.441 -3.401 -4.991
60 H 1.137 -1.910 -3.161
61 C -0.905 -4.174 -1.469
62 P -2.147 -2.900 -1.183
63 C -3.387 -3.674 -0.127
64 C -2.957 -2.664 -2.774
65 O -1.604 -1.652 -0.581
66 H -1.346 -5.041 -1.960
67 H -0.477 -4.474 -0.515
68 H -0.116 -3.763 -2.100
69 H -3.768 -4.596 -0.568
70 H -4.209 -2.974 0.019
71 H -2.937 -3.887 0.842
72 H -3.323 -3.614 -3.163
73 H -2.250 -2.230 -3.483
74 H -3.797 -1.981 -2.648
75 C 1.152 -3.243 1.077
76 C 2.194 -3.088 2.184
77 C 1.526 -3.007 3.558
78 C 3.148 -1.948 1.927
79 C 4.424 -2.200 1.491
80 C 5.353 -1.168 1.313
81 C 5.031 0.147 1.659
82 C 3.781 0.474 2.127
83 C 3.511 1.855 2.669
84 C 2.299 2.577 2.093
85 C 3.397 1.788 4.197
86 C 2.758 -0.564 2.165
87 O 1.568 -0.254 2.387
88 H 0.539 -4.125 1.283
89 H 1.632 -3.377 0.105
90 H 0.492 -2.376 1.018
91 H 2.818 -3.988 2.173
92 H 0.845 -2.159 3.610
93 H 2.266 -2.903 4.353
94 H 0.959 -3.921 3.742
95 H 4.722 -3.223 1.291
96 H 6.344 -1.397 0.945
97 H 5.784 0.921 1.575
98 H 4.402 2.440 2.420
99 H 1.365 2.142 2.443
100 H 2.299 2.545 1.010
101 H 2.327 3.624 2.405
102 H 2.529 1.192 4.481
103 H 3.268 2.791 4.607
104 H 4.287 1.345 4.646

The energy is -85600.8887 eV. The value obtained for the HOMO-LUMO gap (spin up / spin down) is 7.30 / 5.43 eV. For the relative energy (zero: lowest compared OMol25 entry of this formula, charge and spin), the calculation gives 8.78 kJ/mol. The LUMO energy (spin up / spin down) comes out at 0.45 / -1.84 eV. The expectation value of S² is 6.047. For the HOMO energy (spin up / spin down), the calculation gives -0.252 / -0.267 Ha. Its spin multiplicity is 5.

2.
DFT (the ωB97M-V functional and the def2-TZVPD basis) results for C20H22F6HgIN3O7S3 as an isolated structure in a non-equilibrium geometry.

Positions of all 63 atoms, in Å:
1 Hg -0.210 0.817 -1.333
2 C 4.258 -0.022 -2.139
3 C 3.481 -0.995 -1.308
4 N 4.197 -1.893 -0.649
5 C 3.557 -2.786 0.100
6 C 2.192 -2.837 0.258
7 C 1.617 -3.913 1.136
8 O 1.075 -3.422 2.360
9 C 1.379 -1.868 -0.411
10 C -0.011 -1.899 -0.215
11 N -0.946 -1.136 -0.846
12 C -2.261 -1.447 -0.737
13 C -2.758 -2.639 -0.133
14 C -4.093 -2.913 0.011
15 C -5.058 -2.025 -0.454
16 C -4.634 -0.882 -1.114
17 C -3.288 -0.618 -1.257
18 I -2.764 1.159 -2.398
19 C 2.069 -0.917 -1.248
20 O 1.438 -0.006 -1.955
21 H 5.313 -0.147 -1.916
22 H 3.939 0.996 -1.918
23 H 4.085 -0.216 -3.196
24 H 4.198 -3.509 0.597
25 H 2.412 -4.639 1.365
26 H 0.801 -4.454 0.650
27 H 1.676 -2.740 2.676
28 H -0.370 -2.627 0.502
29 H -2.049 -3.369 0.223
30 H -4.392 -3.841 0.482
31 H -6.111 -2.227 -0.335
32 H -5.355 -0.197 -1.536
33 F 3.674 2.464 -4.160
34 C 2.350 2.318 -4.240
35 F 2.087 1.045 -4.489
36 F 1.955 3.004 -5.324
37 S 1.495 3.042 -2.715
38 O 0.195 2.414 -2.694
39 O 1.504 4.439 -2.990
40 N 2.444 2.606 -1.540
41 S 1.718 2.620 -0.151
42 O 0.560 3.457 -0.140
43 O 1.623 1.363 0.531
44 C 2.989 3.562 0.884
45 F 4.206 3.016 0.849
46 F 2.619 3.599 2.175
47 F 3.107 4.828 0.475
48 C -3.600 2.892 1.728
49 C -2.739 1.944 2.539
50 S -2.120 0.639 1.394
51 O -1.221 1.415 0.504
52 C -1.027 -0.249 2.577
53 C -1.802 -1.369 3.244
54 H -4.055 3.646 2.365
55 H -4.387 2.352 1.208
56 H -2.985 3.391 0.985
57 H -3.299 1.457 3.335
58 H -1.866 2.452 2.936
59 H -0.610 0.461 3.289
60 H -0.223 -0.638 1.951
61 H -2.551 -0.977 3.930
62 H -1.122 -2.013 3.796
63 H -2.308 -1.970 2.491

The energy is -100983.5352 eV. The value obtained for the HOMO-LUMO gap (spin up / spin down) is 4.97 / 6.82 eV. For the relative energy (zero: lowest compared OMol25 entry of this formula, charge and spin), the calculation gives 187.21 kJ/mol. The LUMO energy (spin up / spin down) comes out at 2.18 / 2.17 eV. Its net charge is -1. The expectation value of S² is 0.785. For the HOMO energy (spin up / spin down), the calculation gives -0.103 / -0.171 Ha. Its spin multiplicity is 2.

3.
DFT (the ωB97M-V functional and the def2-TZVPD basis) results for a 8-piece molecular cluster, C40H51BrFN8O3P overall.

Positions of all 105 atoms, in Å:
1 N 2.503 5.488 -5.247
2 C 3.452 4.391 -5.453
3 C 3.451 3.373 -4.314
4 C 2.358 2.304 -4.511
5 C 1.887 1.665 -3.241
6 C 1.134 2.221 -2.293
7 Br 0.463 3.964 -2.370
8 C 0.814 1.444 -1.060
9 O 0.706 1.933 0.034
10 C 0.657 -0.054 -1.259
11 C -0.353 -0.716 -0.365
12 C -1.652 -1.079 -1.123
13 C -2.775 -0.061 -0.945
14 F -2.247 1.210 -0.746
15 C 1.413 -0.630 -2.203
16 P 1.301 -2.379 -2.589
17 O 2.543 -3.071 -3.025
18 C 2.358 0.261 -2.959
19 O 3.465 -0.091 -3.288
20 H 2.928 6.398 -5.343
21 H 2.068 5.431 -4.336
22 H 4.465 4.775 -5.605
23 H 3.187 3.866 -6.379
24 H 4.419 2.868 -4.304
25 H 3.318 3.879 -3.355
26 H 2.739 1.526 -5.173
27 H 1.487 2.752 -5.001
28 H -0.565 -0.011 0.436
29 H 0.067 -1.610 0.102
30 H -2.000 -2.063 -0.804
31 H -1.438 -1.155 -2.193
32 H -3.402 -0.026 -1.836
33 H -3.411 -0.307 -0.094
34 H 0.315 -2.457 -3.591
35 H 0.698 -2.961 -1.464
36 C -2.926 -0.642 4.401
37 C -4.209 -0.303 3.889
38 C -4.010 0.377 2.718
39 N -2.660 0.461 2.505
40 C -1.992 -0.155 3.525
41 H -2.710 -1.183 5.307
42 H -5.164 -0.525 4.335
43 H -4.711 0.810 2.025
44 H -2.225 0.921 1.723
45 H -0.917 -0.201 3.540
46 C 3.723 10.269 -5.440
47 C 4.396 10.578 -6.653
48 C 5.223 9.526 -6.942
49 N 5.076 8.594 -5.952
50 C 4.164 9.039 -5.032
51 H 3.000 10.880 -4.926
52 H 4.285 11.472 -7.244
53 H 5.899 9.364 -7.764
54 H 5.569 7.721 -5.905
55 H 3.910 8.447 -4.168
56 C 1.216 -3.275 3.485
57 C 1.827 -4.230 2.625
58 C 2.592 -3.537 1.727
59 N 2.464 -2.202 2.007
60 C 1.634 -2.034 3.081
61 H 0.554 -3.477 4.310
62 H 1.719 -5.301 2.665
63 H 3.215 -3.876 0.916
64 H 2.924 -1.460 1.510
65 H 1.422 -1.053 3.470
66 C -6.133 1.870 8.239
67 C -5.249 2.502 7.320
68 C -4.316 1.572 6.945
69 N -4.603 0.407 7.601
70 C -5.708 0.577 8.392
71 H -6.982 2.313 8.731
72 H -5.294 3.521 6.975
73 H -3.482 1.636 6.268
74 H -4.078 -0.443 7.516
75 H -6.095 -0.228 8.993
76 C 2.140 -8.164 -2.113
77 C 0.842 -7.627 -2.325
78 C 1.000 -6.300 -2.629
79 N 2.336 -6.014 -2.610
80 C 3.037 -7.143 -2.297
81 H 2.386 -9.181 -1.858
82 H -0.096 -8.153 -2.263
83 H 0.273 -5.538 -2.861
84 H 2.730 -5.101 -2.790
85 H 4.111 -7.128 -2.231
86 C -6.970 -2.134 11.315
87 C -8.133 -2.151 12.133
88 C -9.159 -2.645 11.374
89 N -8.663 -2.927 10.131
90 C -7.331 -2.620 10.087
91 H -5.985 -1.803 11.597
92 H -8.205 -1.834 13.160
93 H -10.194 -2.818 11.612
94 H -9.196 -3.298 9.367
95 H -6.756 -2.774 9.189
96 C 4.892 -2.936 -7.635
97 C 4.770 -1.568 -7.269
98 C 4.070 -1.529 -6.090
99 N 3.769 -2.812 -5.733
100 C 4.263 -3.676 -6.667
101 H 5.388 -3.331 -8.506
102 H 5.155 -0.716 -7.805
103 H 3.756 -0.725 -5.446
104 H 3.262 -3.049 -4.891
105 H 4.134 -4.740 -6.565

As for the SMILES: NCCCC1=C(Br)C(=O)C(CCCF)=C([PH2]=O)C1=O.c1cc[nH]c1.c1cc[nH]c1.c1cc[nH]c1.c1cc[nH]c1.c1cc[nH]c1.c1cc[nH]c1.c1cc[nH]c1. The energy is -142416.6659 eV. The value obtained for the HOMO-LUMO gap is 5.97 eV. The LUMO energy comes out at -1.98 eV. For the HOMO energy, the calculation gives -0.292 Ha. Its spin multiplicity is 1.

4.
DFT (the ωB97M-V functional and the def2-TZVPD basis) results for C50H45N3O2 as an isolated structure in a non-equilibrium geometry.

Positions of all 100 atoms, in Å:
1 C -4.590 2.328 1.644
2 C -3.104 1.946 1.705
3 N -2.846 0.989 2.822
4 C -2.150 1.561 4.035
5 C -0.665 1.664 3.959
6 C -2.732 -0.415 2.618
7 C -3.786 -1.264 1.808
8 C -2.938 -2.135 0.884
9 C -3.217 -2.161 -0.631
10 C -3.339 -1.029 -1.456
11 C -3.542 -1.172 -2.838
12 C -3.645 -2.429 -3.450
13 C -3.466 -3.557 -2.642
14 C -3.198 -3.415 -1.280
15 O -2.023 -2.887 1.267
16 O -1.853 -0.987 3.274
17 H -4.745 3.125 0.902
18 H -5.155 1.436 1.337
19 H -4.965 2.688 2.616
20 H -2.778 1.502 0.733
21 H -2.478 2.856 1.857
22 H -2.608 2.535 4.231
23 H -2.442 0.910 4.857
24 H -0.269 2.005 4.914
25 H -0.264 0.682 3.757
26 H -0.345 2.362 3.199
27 H -4.491 -0.619 1.254
28 H -3.307 -0.027 -1.025
29 H -3.644 -0.290 -3.479
30 H -3.828 -2.545 -4.528
31 H -3.533 -4.558 -3.076
32 H -3.033 -4.307 -0.692
33 C -7.824 4.349 6.246
34 C -6.642 4.095 6.957
35 C -6.355 2.797 7.385
36 C -7.233 1.761 7.069
37 N -6.925 0.415 7.476
38 C -7.512 -0.074 8.700
39 C -8.854 -0.441 8.756
40 C -9.400 -0.859 9.973
41 C -8.613 -0.883 11.129
42 C -7.264 -0.489 11.069
43 C -6.718 -0.088 9.851
44 C -6.322 -0.444 6.540
45 C -5.112 -0.058 5.908
46 C -4.598 -0.846 4.896
47 C -5.383 -1.834 4.239
48 C -4.913 -2.367 2.996
49 C -5.655 -3.301 2.200
50 C -4.956 -4.278 1.445
51 C -5.616 -5.242 0.725
52 C -7.006 -5.460 0.896
53 N -7.670 -6.413 0.099
54 C -8.776 -7.209 0.587
55 C -10.087 -6.737 0.496
56 C -11.141 -7.544 0.929
57 C -10.890 -8.827 1.428
58 C -9.570 -9.306 1.490
59 C -8.517 -8.495 1.073
60 C -7.536 -6.293 -1.329
61 C -6.878 -7.302 -2.041
62 C -6.686 -7.149 -3.414
63 C -7.231 -6.036 -4.075
64 C -7.946 -5.066 -3.359
65 C -8.077 -5.182 -1.975
66 C -7.693 -4.594 1.773
67 C -7.070 -3.453 2.272
68 C -6.482 -2.325 4.999
69 C -6.942 -1.632 6.106
70 C -8.415 2.007 6.373
71 C -8.711 3.306 5.959
72 H -8.054 5.364 5.916
73 H -5.944 4.899 7.178
74 H -5.446 2.566 7.950
75 H -9.449 -0.413 7.846
76 H -10.440 -1.168 10.010
77 H -9.042 -1.208 12.081
78 H -6.645 -0.498 11.961
79 H -5.671 0.216 9.768
80 H -4.638 0.875 6.209
81 H -3.581 -0.652 4.624
82 H -3.754 -2.626 3.087
83 H -3.867 -4.317 1.460
84 H -5.096 -5.864 -0.013
85 H -10.262 -5.738 0.104
86 H -12.159 -7.163 0.881
87 H -11.716 -9.455 1.771
88 H -9.367 -10.305 1.869
89 H -7.480 -8.836 1.122
90 H -6.493 -8.165 -1.490
91 H -6.115 -7.898 -3.965
92 H -7.105 -5.927 -5.153
93 H -8.400 -4.214 -3.864
94 H -8.592 -4.428 -1.378
95 H -8.758 -4.801 1.933
96 H -7.664 -2.706 2.784
97 H -6.986 -3.249 4.737
98 H -7.863 -1.913 6.620
99 H -9.077 1.169 6.158
100 H -9.633 3.492 5.413

The energy is -61142.1305 eV. The value obtained for the HOMO-LUMO gap is 6.94 eV. For the relative energy (zero: lowest compared OMol25 entry of this formula, charge and spin), the calculation gives 257.40 kJ/mol. The LUMO energy comes out at -0.34 eV. For the HOMO energy, the calculation gives -0.268 Ha. Its spin multiplicity is 1.

5.
DFT (the ωB97M-V functional and the def2-TZVPD basis) results for one molecule with the formula C6H7N3O in a non-equilibrium geometry.

Positions of all 17 atoms, in Å:
1 C -3.442 -0.388 -0.264
2 C -2.024 0.177 0.083
3 O -1.910 1.144 0.826
4 N -1.078 -0.666 -0.294
5 C 0.306 -0.288 -0.035
6 N 1.191 -1.284 0.173
7 C 2.441 -0.960 0.269
8 C 2.921 0.270 0.000
9 C 1.964 1.271 -0.316
10 N 0.617 0.931 -0.364
11 H -3.428 -1.269 -1.016
12 H -3.866 0.479 -0.996
13 H -3.839 -0.707 0.506
14 H -1.149 -1.843 -0.124
15 H 3.118 -1.871 0.603
16 H 4.055 0.275 -0.050
17 H 2.291 2.421 -0.555

As for the SMILES: CC(=O)Nc1ncccn1. The energy is -12850.7477 eV. The value obtained for the HOMO-LUMO gap is 10.01 eV. For the relative energy (zero: lowest compared OMol25 entry of this formula, charge and spin), the calculation gives 224.73 kJ/mol. The LUMO energy comes out at 0.46 eV. For the HOMO energy, the calculation gives -0.351 Ha. Its spin multiplicity is 1.

6.
DFT (the ωB97M-V functional and the def2-TZVPD basis) results for a 2-piece molecular cluster, C5H10O overall.

Positions of all 16 atoms, in Å:
1 C 1.463 -0.764 -0.179
2 C 0.452 0.178 0.454
3 C 0.638 1.656 0.320
4 C -0.529 1.020 -0.365
5 C -2.523 -1.569 0.325
6 O -1.763 -1.727 -0.726
7 H 1.103 -1.799 -0.232
8 H 1.712 -0.441 -1.195
9 H 2.399 -0.792 0.393
10 H 0.090 -0.156 1.427
11 H 0.437 2.279 1.184
12 H 1.452 1.990 -0.315
13 H -1.517 1.239 0.037
14 H -0.506 0.995 -1.454
15 H -1.993 -0.878 1.049
16 H -0.915 -1.234 -0.722

The energy is -7390.5560 eV. The value obtained for the HOMO-LUMO gap is 9.41 eV. For the relative energy (zero: lowest compared OMol25 entry of this formula, charge and spin), the calculation gives 406.14 kJ/mol. The LUMO energy comes out at 0.91 eV. For the HOMO energy, the calculation gives -0.312 Ha. Its spin multiplicity is 1.

7.
DFT (the ωB97M-V functional and the def2-TZVPD basis) results for a 2-piece molecular cluster, C10H11NO2 overall in a non-equilibrium geometry.

Positions of all 24 atoms, in Å:
1 C 1.722 -1.205 -1.871
2 C 0.570 -1.823 -1.420
3 C 2.020 0.100 -1.528
4 C 0.091 0.118 -0.299
5 C -0.329 -1.137 -0.593
6 C 1.159 0.844 -0.705
7 C -2.089 1.517 2.281
8 C -1.984 1.495 0.993
9 C -1.612 -1.725 -0.111
10 C 1.412 2.271 -0.355
11 N -2.384 1.887 -0.228
12 O -1.885 2.921 -0.686
13 O -3.150 1.144 -0.852
14 H 2.393 -1.747 -2.522
15 H 0.331 -2.834 -1.716
16 H 2.909 0.585 -1.906
17 H -2.878 2.061 2.789
18 H -1.402 0.986 2.923
19 H -1.855 -2.630 -0.661
20 H -1.539 -1.964 0.950
21 H -2.418 -1.003 -0.242
22 H 0.479 2.833 -0.389
23 H 1.817 2.347 0.653
24 H 2.120 2.715 -1.050

The energy is -16125.5404 eV. The value obtained for the HOMO-LUMO gap (spin up / spin down) is 8.71 / 7.06 eV. For the relative energy (zero: lowest compared OMol25 entry of this formula, charge and spin), the calculation gives 844.31 kJ/mol. The LUMO energy (spin up / spin down) comes out at -0.63 / -1.83 eV. For the HOMO energy (spin up / spin down), the calculation gives -0.343 / -0.327 Ha. Its spin multiplicity is 1.